[1]
Entry from the Open Molecules 2025 dataset: a cluster of 5 separate species, C23H57N8O6 in total (ωB97M-V/def2-TZVPD).

## Properties
- Charge: +1

```
94
Properties=species:S:1:pos:R:3:forces:R:3:lowdin_charge:R:1
C 6.1408 -6.4970 -0.5501 -0.2776 0.4392 -0.2892 -0.02
C 5.1833 -5.2043 -0.1494 4.3008 3.2245 4.4406 -0.23
O 5.7181 -4.3252 0.7405 -4.0143 -5.3884 -5.7860 -0.01
N 3.7885 -4.9717 -0.7596 1.9924 1.1861 2.1293 0.00
C 3.7958 -3.5068 -1.1401 2.0369 4.2824 -5.5673 -0.27
C 3.2064 -2.2994 -0.1847 -0.4945 -0.6732 0.0632 -0.01
O 4.2917 -3.1140 -2.3452 -3.0489 -3.4553 7.7210 -0.02
C 2.7262 -5.2944 0.2810 -0.8235 -1.7176 0.2455 -0.23
C 2.7308 -6.8333 0.9361 -0.7331 -0.0261 0.3676 -0.07
N 1.7509 -7.6831 0.0996 1.2524 2.3985 -4.5870 0.05
C 1.7074 -6.8307 -1.1855 -0.2320 0.2677 2.5694 -0.14
N 1.8982 -7.2370 -2.4829 -0.5548 -0.0599 2.3845 0.22
N 1.4595 -5.4483 -0.5848 2.2234 -2.4284 -1.5911 0.07
H 5.6597 -7.5265 -0.2225 0.8962 2.1978 -0.6768 0.08
H 6.2967 -6.5107 -1.7192 -0.4627 0.0544 2.3547 0.10
H 7.2005 -6.3609 -0.0286 -2.6090 -0.1474 -1.0357 0.12
H 3.1660 -1.2802 -0.7641 0.3467 -2.3283 0.9395 0.11
H 2.1019 -2.5821 0.0875 1.9474 0.5771 -0.3498 0.07
H 3.8117 -2.1639 0.8189 -1.0910 -0.4786 -2.1455 0.11
H 2.6534 -4.6486 1.2555 -0.0458 -0.5178 -2.4730 0.18
H 2.1350 -6.6962 1.9351 1.9279 -0.4480 -1.5442 0.15
H 3.7484 -7.4197 0.9397 -1.9369 1.6471 0.5025 0.13
H 2.0106 -8.6858 -0.0262 0.0029 1.2241 -0.0664 0.14
H 1.9637 -8.2869 -2.6454 -0.0924 2.0390 0.1941 0.17
H 2.0523 -6.5956 -3.3113 -0.5166 -0.8248 1.6437 0.17
H 1.2620 -4.6687 -1.2496 0.6112 -0.9126 0.3946 0.15
C 4.5515 3.5673 0.1358 0.0458 0.2733 -0.1023 -0.07
C 3.4718 2.7821 0.8767 0.3488 -0.2496 -0.1375 -0.42
C 4.0359 1.7773 1.9079 -0.3953 -0.0842 0.0081 -0.19
O 4.5711 0.5818 1.3326 -0.0120 0.3962 0.3215 -0.22
C 5.8979 0.7094 0.8457 -0.0613 -0.3409 -0.2331 -0.10
N 2.6046 2.1137 -0.1051 -0.0318 -0.2610 0.2891 0.04
H 5.0521 2.9730 -0.6346 -0.1024 0.0046 0.1440 0.07
H 4.1113 4.4346 -0.3696 0.0354 -0.2013 0.0870 0.08
H 5.3122 3.9381 0.8298 -0.0604 -0.0451 -0.0685 0.08
H 2.8663 3.5119 1.4286 0.0102 -0.1898 0.0324 0.14
H 3.2056 1.4492 2.5459 0.0983 -0.0607 -0.1414 0.12
H 4.7677 2.2498 2.5738 0.1098 0.0049 -0.1438 0.12
H 6.4994 1.3903 1.4544 -0.0802 0.0439 -0.0437 0.09
H 5.8824 1.0381 -0.1955 0.2069 0.1421 0.0414 0.08
H 6.3637 -0.2800 0.8697 -0.1004 0.0762 0.0813 0.09
H 1.8305 1.6715 0.3913 0.0681 0.0798 -0.1147 0.06
H 3.1307 1.3225 -0.4849 -0.0955 0.3071 -0.0397 0.06
C -2.8381 3.5478 -0.9247 -0.1923 0.2355 0.1367 -0.07
C -1.3115 3.5250 -0.9385 -0.1993 -0.4493 -0.1360 -0.42
C -0.7143 2.8721 -2.2066 0.4334 0.0966 0.2287 -0.19
O -0.7785 1.4430 -2.2185 -0.1824 0.4256 -0.2485 -0.20
C -2.0304 0.9165 -2.6302 0.2435 -0.2926 0.1966 -0.11
N -0.8297 2.8636 0.2835 0.2781 -0.1447 -0.1127 0.04
H -3.2728 2.5707 -0.6934 0.1412 0.0743 -0.0558 0.07
H -3.2009 4.2447 -0.1604 0.0624 -0.1532 -0.0991 0.06
H -3.2338 3.8783 -1.8901 0.0213 -0.0458 0.0601 0.08
H -0.9750 4.5692 -0.9188 0.1108 -0.1519 -0.0421 0.13
H 0.3547 3.1177 -2.2391 -0.1198 -0.1836 0.0760 0.12
H -1.1537 3.2887 -3.1207 -0.1869 -0.0835 0.0322 0.12
H -2.5082 1.5337 -3.3960 -0.0090 0.0667 0.0849 0.09
H -2.6878 0.8005 -1.7659 -0.2272 0.0645 -0.1194 0.07
H -1.8579 -0.0802 -3.0463 0.0882 0.1084 0.0204 0.08
H 0.1875 2.9375 0.3148 -0.2055 0.1608 -0.0370 0.04
H -0.9951 1.8602 0.1701 -0.0843 0.2688 0.0425 0.07
C -5.7458 9.1498 1.7489 -0.0634 0.2785 0.0850 -0.08
C -6.1868 7.7204 2.0545 0.2327 -0.0111 -0.3850 -0.43
C -5.0157 6.7130 2.1219 -0.2968 -0.2423 -0.0273 -0.20
O -4.4981 6.3261 0.8455 0.1181 0.2465 0.5385 -0.21
C -3.5739 7.2458 0.2852 -0.1601 -0.2253 -0.3037 -0.10
N -7.1944 7.3068 1.0663 0.2046 -0.3271 0.0608 0.03
H -5.4869 9.2958 0.6958 -0.0325 -0.1163 0.1353 0.06
H -6.5542 9.8540 1.9767 0.1111 -0.1818 -0.0661 0.08
H -4.8796 9.4309 2.3560 -0.0537 -0.0225 -0.0623 0.08
H -6.6622 7.7360 3.0432 0.0701 -0.1438 -0.0941 0.13
H -5.3934 5.7888 2.5772 0.0452 0.0648 -0.1811 0.12
H -4.2114 7.0716 2.7751 0.0584 0.1301 -0.1104 0.12
H -2.9585 7.7316 1.0474 -0.0844 0.0339 0.0247 0.09
H -4.1051 7.9908 -0.3109 0.1662 0.1772 0.0683 0.08
H -2.9155 6.6938 -0.3918 -0.0755 -0.0380 0.1156 0.07
H -7.5548 6.3899 1.3323 -0.0599 0.2123 -0.0103 0.07
H -6.7013 7.1264 0.1881 -0.1581 0.1499 0.1926 0.07
C -3.4853 -4.8204 1.1110 -0.1656 -0.1208 0.2288 -0.07
C -2.0360 -4.4223 0.8425 -0.3987 0.0509 -0.3350 -0.42
C -1.8822 -2.9908 0.2785 0.1943 -0.1370 -0.1961 -0.20
O -2.2184 -2.8647 -1.1063 0.1197 0.0839 0.6755 -0.21
C -3.6081 -2.7337 -1.3619 0.0288 -0.0803 -0.4134 -0.10
N -1.4209 -5.4187 -0.0472 0.2240 0.3414 -0.2078 0.04
H -4.0331 -5.0629 0.1953 0.1545 0.0890 0.0825 0.07
H -3.5230 -5.7116 1.7479 0.0562 0.1527 -0.1478 0.08
H -4.0223 -4.0194 1.6286 0.0384 -0.0787 -0.0651 0.08
H -1.5115 -4.4524 1.8059 0.0616 0.0771 -0.1306 0.13
H -0.8228 -2.7139 0.3493 -0.0483 -0.0094 -0.1216 0.11
H -2.4327 -2.2581 0.8805 -0.1242 -0.0751 -0.0474 0.12
H -4.1229 -2.1719 -0.5777 0.0422 -0.0813 0.0383 0.10
H -4.0586 -3.7208 -1.4852 -0.2050 0.0856 0.1156 0.08
H -3.7291 -2.1982 -2.3081 0.1144 -0.0119 0.1393 0.09
H -0.4288 -5.2006 -0.1444 -0.5577 -0.2137 0.3108 0.00
H -1.7959 -5.2592 -0.9857 -0.1180 -0.0809 0.2479 0.07
```
Positions in Å, forces in eV/Å.

---

[2]
Entry from the Open Molecules 2025 dataset: a cluster of 9 separate species, C23H58F6O11P in total (ωB97M-V/def2-TZVPD).

## Properties
- Charge: -1

```
99
Properties=species:S:1:pos:R:3:forces:R:3:lowdin_charge:R:1
P -0.9186 0.5749 -0.1230 0.5543 -0.8895 1.4184 0.20
F -2.2340 -0.1620 0.4255 -0.5432 -0.4307 1.0463 -0.15
F -0.0113 -0.0092 1.1524 -0.8628 0.2063 -1.4103 -0.17
F -0.6977 -0.7476 -1.0464 1.3666 0.0670 0.4838 -0.14
F 0.3724 1.3550 -0.6740 0.1538 -0.5191 -0.3474 -0.13
F -1.8038 1.1105 -1.3258 -0.4796 1.5787 -0.8552 -0.14
F -1.3106 1.8857 0.7321 0.1145 0.0696 0.3056 -0.14
C -0.4663 -4.6398 2.1077 0.7186 -1.1226 -1.4526 -0.20
C -1.2788 -3.8622 1.0747 1.6166 -0.0340 -0.5131 -0.18
C -2.6176 -3.7511 1.7006 0.4165 -0.1898 0.5048 -0.20
O -2.3798 -3.8310 3.1292 0.7016 0.1514 0.5338 -0.15
C -0.9595 -4.1177 3.4091 -0.7390 -0.1926 -0.6720 -0.17
H 0.6089 -4.5917 1.9352 0.1303 0.5998 0.1944 0.10
H -0.6221 -5.7126 1.9939 -0.5773 -0.1942 0.1870 0.11
H -1.3205 -4.3356 0.0938 0.0871 -0.0457 0.0110 0.12
H -0.7831 -2.8999 0.9468 -0.2401 0.2761 -0.0817 0.10
H -3.1970 -4.6173 1.3811 -0.4893 0.1083 0.2245 0.12
H -3.0633 -2.8100 1.3785 -0.4634 -0.0262 0.5232 0.11
H -0.8339 -4.8837 4.1744 -0.5609 0.1842 0.2713 0.11
H -0.3490 -3.2577 3.6845 -0.5459 0.5114 0.2095 0.12
C 3.2020 1.0598 2.8581 -0.5936 0.7564 -1.1800 -0.17
C 4.5970 0.6546 3.2979 0.3476 0.3982 0.7187 -0.17
C 4.4327 -0.7946 3.6954 -1.3380 -0.2451 -0.1420 -0.20
O 3.0788 -0.8450 4.1853 -0.1084 -0.5156 0.5409 -0.17
C 2.2044 0.1206 3.5476 1.5508 -0.4376 0.2159 -0.16
H 3.1227 0.9758 1.7743 -0.0575 -0.3761 -0.1281 0.08
H 2.9854 2.1194 2.9934 0.0501 0.0201 0.4669 0.11
H 4.8653 1.1987 4.2035 0.0100 0.1263 0.1256 0.11
H 5.3764 0.8937 2.5744 -0.1078 -0.2896 -0.1835 0.11
H 5.0767 -1.1569 4.4968 0.0366 0.2243 0.0357 0.11
H 4.5007 -1.5079 2.8740 0.2611 0.0895 -0.3560 0.10
H 1.6252 0.5761 4.3509 -0.0458 0.1030 -0.1449 0.12
H 1.5472 -0.3853 2.8402 -0.0249 0.1078 0.0475 0.09
C -1.2241 -0.7615 -4.1909 1.0219 0.1199 -0.3161 -0.20
O -2.2571 -0.2024 -3.4885 -1.2667 0.2769 -0.1787 -0.11
H -1.5005 -1.0171 -5.2138 -0.3519 -0.3367 0.1189 0.08
H -0.4491 -0.0042 -4.3092 0.6905 -0.0027 -0.1008 0.07
H -0.8226 -1.6096 -3.6361 0.3031 -0.3858 -0.3438 0.07
H -1.8625 0.1916 -2.7070 -0.4339 0.0040 0.0408 0.01
C -1.0186 4.5378 -1.6731 -0.6814 0.6935 -0.0699 -0.17
O -2.1785 4.0165 -1.0359 0.5321 -0.0848 -0.6723 -0.12
H -0.5284 3.8400 -2.3519 0.2428 -0.4356 0.3964 0.07
H -1.3103 5.3429 -2.3476 -0.1560 0.3184 0.2709 0.07
H -0.3856 4.9244 -0.8744 0.6286 0.0480 -0.3808 0.08
H -1.8376 3.1746 -0.7250 -0.6756 -0.3349 0.4514 0.01
C -5.5326 -0.2186 -0.7417 -0.4303 0.6613 -0.1409 -0.17
O -4.4030 -0.2631 -1.5887 -0.4664 -0.2185 0.7160 -0.11
H -5.9004 -1.1872 -0.4029 0.0744 -0.3105 -0.1657 0.07
H -5.3512 0.3784 0.1520 0.1707 0.0765 0.1930 0.07
H -6.3288 0.3037 -1.2721 -0.1781 -0.1711 -0.1051 0.07
H -3.6808 -0.2228 -0.9575 0.6195 -0.0910 -0.3908 0.02
C 3.0581 2.9139 -0.7885 -0.0291 -1.2219 -0.4014 -0.09
O 3.5594 2.4319 -2.0371 -0.1923 0.7771 -0.5610 -0.18
C 2.5732 1.9538 -2.9678 0.7184 -0.4693 1.5356 -0.20
C 3.1885 1.7786 -4.3201 0.2302 1.2538 -0.0076 -0.21
O 3.7180 3.0556 -4.7009 0.2306 -0.4218 -1.4680 -0.18
C 4.2872 3.0776 -6.0350 -0.2504 0.0154 1.1422 -0.09
H 2.2277 3.6165 -0.8588 -0.0267 0.1434 -0.3495 0.08
H 3.8806 3.3668 -0.2350 0.0353 -0.0520 -0.1806 0.09
H 2.6949 2.0270 -0.2692 -0.1467 0.1921 0.5382 0.06
H 1.6713 2.5659 -2.9646 0.0955 0.3449 -0.1792 0.12
H 2.2725 0.9611 -2.6330 -0.3378 -0.1882 0.0726 0.09
H 2.3749 1.4410 -4.9621 -0.0588 0.0458 -0.4977 0.12
H 3.9698 1.0186 -4.3338 0.1934 -0.0719 0.1575 0.12
H 4.6087 4.0961 -6.2527 -0.3397 0.0721 0.1184 0.08
H 3.5709 2.7336 -6.7811 -0.1218 0.0264 -0.0693 0.08
H 5.1938 2.4769 -6.1077 0.0269 -0.3842 0.1656 0.08
C 3.0056 -2.2841 0.4130 1.0816 -1.2998 1.2899 -0.13
O 3.1146 -2.5100 -0.9391 -0.4137 0.7865 -1.6451 -0.15
C 2.0692 -1.8671 -1.6445 -0.5008 0.0033 -0.8455 -0.21
C 2.3282 -1.7396 -3.1281 0.9772 -1.9105 -0.1783 -0.17
O 2.2187 -3.0669 -3.7467 -0.2285 0.9306 0.3476 -0.19
C 2.8197 -3.1325 -5.0241 -0.2901 -0.0794 0.4302 -0.13
H 3.8679 -2.8277 0.7991 0.1982 0.1786 0.4559 0.09
H 2.1616 -2.8071 0.8627 -0.5686 0.3526 0.0003 0.09
H 3.0889 -1.2512 0.7509 -0.3170 0.2619 -0.2687 0.08
H 1.8829 -0.8519 -1.2939 0.1234 0.1138 0.4283 0.10
H 1.1326 -2.4156 -1.5441 -0.1534 -0.1129 0.2887 0.12
H 3.3633 -1.4372 -3.2867 0.1536 0.4282 0.0083 0.12
H 1.6445 -1.0218 -3.5813 -0.1668 -0.1057 -0.1008 0.10
H 3.9057 -3.1989 -4.9587 0.2659 0.2569 0.0866 0.08
H 2.5285 -2.2699 -5.6234 0.0445 0.0570 -0.2677 0.08
H 2.4909 -4.0526 -5.5072 -0.2056 0.0723 0.0085 0.08
C -2.7053 -0.8002 3.9457 0.1871 -0.7849 0.4166 -0.11
O -3.7214 0.1610 3.9917 -0.8285 -0.8952 0.1659 -0.16
C -3.5508 1.3189 3.2571 -0.4459 0.7937 -0.3039 -0.21
C -4.8649 2.1138 3.2051 0.2883 0.3758 0.9228 -0.18
O -5.1950 2.4696 4.5652 -0.3792 0.1480 -0.7948 -0.20
C -6.4711 3.0940 4.6774 0.8278 -0.8937 0.9248 -0.12
H -2.2558 -1.0500 2.9846 -0.4056 0.4559 -0.5389 0.07
H -3.1539 -1.7240 4.3110 0.0932 0.0410 0.0238 0.08
H -1.8548 -0.5724 4.5883 0.0994 0.3871 0.3270 0.08
H -3.2150 1.0886 2.2460 0.1362 0.1873 -0.1131 0.10
H -2.8234 1.9339 3.7870 0.3141 0.4048 -0.2722 0.13
H -5.6986 1.6348 2.6917 -0.0786 -0.7589 0.2875 0.11
H -4.7619 3.0409 2.6413 0.5727 0.2093 -0.1646 0.12
H -6.5899 3.9578 4.0233 -0.1195 -0.0633 -0.1898 0.08
H -6.5456 3.3945 5.7225 0.0747 0.3758 -0.0317 0.08
H -7.2422 2.3293 4.5838 -0.3445 0.1250 -0.6336 0.08
```
Positions in Å, forces in eV/Å.

---

For reference, F_max by record: 8.99; 2.15 eV/Å.
For reference, highest occupied orbital energy by record: -10.19; -6.98 eV.
For reference, orbital gap by record: 5.864; 9.446 eV.